Entry w
Here is a cluster of 2 separate species, C6H10NO4 in total from the Open Molecules 2025 dataset. Energies are from wB97M-V/def2-TZVPD.

Geometry as ORCA input:
```
! RIJCOSX wB97M-V def2-TZVPD def2/J DEFGRID3
* xyz -1 1
C -1.505 1.796 -0.281
C 1.496 -0.465 -0.625
C -0.656 -0.603 -1.923
C -0.596 -1.303 0.635
C -0.328 1.003 0.114
C -0.093 -0.434 -0.500
N 1.631 0.994 3.235
O -2.678 2.023 -0.109
O 0.604 0.292 3.450
O -0.417 2.081 -0.932
O 1.968 1.188 2.023
H 1.815 -0.423 0.373
H 1.894 -1.256 -1.254
H 1.789 0.521 -1.157
H -0.187 -0.043 -2.768
H -1.813 -0.369 -2.013
H -0.670 -1.671 -2.104
H -0.428 -0.782 1.627
H -1.743 -1.469 0.739
H -0.292 -2.331 0.505
H 0.210 1.252 0.966
*
```

Calculated values
molecular weight = 160.15 g mol⁻¹
frontier orbital gap = 7.081 eV

---

Entry x
Here is the ion C6H10NO4 with charge -1 from the Open Molecules 2025 dataset. Energies are from wB97M-V/def2-TZVPD.

Geometry as ORCA input:
```
! RIJCOSX wB97M-V def2-TZVPD def2/J DEFGRID3
* xyz -1 1
C -1.746 -1.509 -0.012
C 1.156 1.519 -0.111
C 1.449 -0.891 -0.923
C 0.565 -0.402 1.409
C -0.961 0.038 -0.523
C 0.534 0.083 -0.066
N -1.866 1.220 -0.080
O -2.464 -1.336 0.923
O -2.761 1.483 -0.867
O -1.368 -2.366 -0.729
O -1.800 1.771 1.034
H 0.336 2.243 0.387
H 2.034 1.463 0.405
H 1.298 1.809 -1.073
H 0.943 -1.809 -0.804
H 2.543 -0.961 -0.465
H 1.357 -0.502 -2.017
H 0.737 -1.567 1.516
H 1.397 0.093 1.942
H -0.464 -0.181 1.673
H -0.918 -0.197 -1.618
*
```

Calculated values
molecular weight = 160.15 g mol⁻¹
frontier orbital gap = 8.049 eV
SMILES = CC(C)(C)[C@@H](C(=O)[O-])[N+](=O)[O-]

---

entry x is the most stable structure; the next one sits 0.579 eV above it.

---

Entry w
Here is the ion C3H5N2S with charge +1 from the Open Molecules 2025 dataset. Energies are from wB97M-V/def2-TZVPD.

Geometry as ORCA input:
```
! RIJCOSX wB97M-V def2-TZVPD def2/J DEFGRID3
* xyz 1 1
C 1.267 0.451 0.125
C -0.775 -0.418 -1.375
C -1.008 -0.226 0.103
N 0.245 0.101 0.760
N 0.309 0.076 -1.855
S -1.823 -1.162 -2.439
H 2.268 0.675 0.428
H -1.732 0.584 0.258
H -1.435 -1.135 0.534
H 0.222 -0.008 1.785
H 0.738 -0.076 -2.754
*
```

Calculated values
molecular weight = 101.15 g mol⁻¹
frontier orbital gap (spin up / spin down) = 6.246 / 8.598 eV

---

Entry x
Here is the ion C3H5N2S with charge +1 from the Open Molecules 2025 dataset. Energies are from wB97M-V/def2-TZVPD.

Geometry as ORCA input:
```
! RIJCOSX wB97M-V def2-TZVPD def2/J DEFGRID3
* xyz 1 1
C 0.064 -0.426 -1.674
C 0.631 0.465 0.918
C -0.729 -0.068 0.597
N 1.415 0.850 -0.019
N -0.801 -0.623 -0.810
S 1.136 0.763 2.538
H 0.279 -0.723 -2.594
H -1.089 -0.969 1.215
H -1.575 0.661 0.680
H 2.313 1.144 0.017
H -1.644 -1.075 -0.868
*
```

Calculated values
molecular weight = 101.15 g mol⁻¹
frontier orbital gap (spin up / spin down) = 8.319 / 6.960 eV

---

entry w is the most stable structure; the next one sits 0.869 eV above it.

---

Entry w
Here is the ion C3H5N2S with charge +1 from the Open Molecules 2025 dataset. Energies are from wB97M-V/def2-TZVPD.

Geometry as ORCA input:
```
! RIJCOSX wB97M-V def2-TZVPD def2/J DEFGRID3
* xyz 1 1
C 0.648 0.232 -0.771
C 0.858 0.821 1.681
C -1.598 -0.747 -0.358
N -0.504 -0.438 -1.010
N 1.169 0.732 0.420
S 0.393 0.973 3.166
H 1.106 0.503 -1.699
H -1.449 -0.576 0.688
H -2.354 -1.433 -0.627
H -0.473 -0.872 -1.937
H 2.204 0.806 0.446
*
```

Calculated values
molecular weight = 101.15 g mol⁻¹
frontier orbital gap (spin up / spin down) = 6.238 / 6.237 eV

---

Entry x
Here is the ion C3H5N2S with charge +1 from the Open Molecules 2025 dataset. Energies are from wB97M-V/def2-TZVPD.

Geometry as ORCA input:
```
! RIJCOSX wB97M-V def2-TZVPD def2/J DEFGRID3
* xyz 1 1
C -0.850 -0.046 0.403
C -0.956 1.090 -0.400
C 1.497 1.515 -1.649
N -0.139 -1.125 0.221
N 0.316 -1.810 1.198
S -0.111 1.362 -1.875
H -1.336 0.102 1.357
H -1.791 1.624 -0.149
H 2.319 1.346 -2.343
H 0.182 -1.370 2.105
H 0.869 -2.689 1.131
*
```

Calculated values
molecular weight = 101.15 g mol⁻¹
frontier orbital gap (spin up / spin down) = 8.093 / 5.679 eV

---

Entry y
Here is the ion C3H5N2S with charge +1 from the Open Molecules 2025 dataset. Energies are from wB97M-V/def2-TZVPD.

Geometry as ORCA input:
```
! RIJCOSX wB97M-V def2-TZVPD def2/J DEFGRID3
* xyz 1 1
C 2.512 -1.055 0.269
C 1.131 0.872 -0.191
C -1.137 -0.018 -0.126
N 0.798 -1.311 0.356
N 0.351 -0.154 0.029
S 2.823 0.461 -0.163
H 2.997 -1.835 0.783
H 0.740 1.769 -0.732
H -1.385 0.401 -1.039
H -1.433 -1.032 0.145
H -1.419 0.428 0.757
*
```

Calculated values
molecular weight = 101.15 g mol⁻¹
frontier orbital gap (spin up / spin down) = 9.376 / 9.375 eV

---

entry y is the most stable structure; the next one sits 0.328 eV above it.